(1)
The following is a quantum chemistry calculation of a cluster of 2 separate species, C3H2N2S in total in a non-equilibrium geometry, from the OMol25 dataset.

CARTESIAN COORDINATES (ANGSTROEM)
C: 0.328 -1.330 0.159
C: -0.953 0.280 -1.429
C: 0.522 0.101 0.204
N: 0.208 -2.464 0.068
N: -1.944 -0.010 -1.848
S: -0.190 0.930 1.619
H: 1.414 0.506 -0.095
H: 0.614 1.988 1.321

HOMO energy (spin up / spin down) (eV): -10.817 / -10.818
Relative energy (zero: lowest compared OMol25 entry of this formula, charge and spin) (eV): 2.965
HOMO-LUMO gap (spin up / spin down) (eV): 8.8 / 8.8
Charge: 0
E (eV): -16954.4392

---

(2)
The following is a quantum chemistry calculation of a structure of composition Ba2Br2I2O16P4Pb5 in a non-equilibrium geometry, from the OMol25 dataset.

CARTESIAN COORDINATES (ANGSTROEM)
Pb: 13.027 8.100 7.792
Pb: 9.378 12.881 4.263
Pb: 5.793 9.213 10.296
Pb: 6.849 5.921 7.716
Pb: 5.935 7.629 4.540
Ba: 5.911 12.671 6.314
Ba: 8.987 10.015 7.356
I: 9.383 10.194 11.287
I: 5.777 12.576 10.108
P: 9.072 13.718 7.337
O: 7.715 14.217 7.146
O: 8.913 12.416 6.556
O: 10.055 13.746 8.492
O: 9.810 14.390 6.180
P: 12.438 11.165 8.091
O: 12.852 12.329 7.113
O: 11.953 11.702 9.379
O: 13.593 10.268 8.437
O: 11.534 10.073 7.523
P: 5.682 8.981 7.111
O: 4.781 9.182 5.759
O: 5.247 8.063 8.224
O: 6.384 10.263 7.613
O: 6.812 8.003 6.733
P: 5.499 5.964 10.624
O: 5.032 4.797 9.696
O: 6.816 6.661 10.063
O: 5.945 5.246 11.946
O: 4.531 7.144 10.641
Br: 9.730 7.041 7.803
Br: 9.111 9.794 3.982

HOMO energy (eV): -1.398
HOMO-LUMO gap (eV): 1.8
Charge: -2
E (eV): -253845.3954